1.
The following is a quantum chemistry calculation of 8 unconnected molecules or ions with the total composition C24H66N2O8, from the Open Molecules 2025 dataset.

Each line ends with the Mulliken charge.
Positions of all 100 atoms, in Å:
1 C 0.741 5.057 -2.717  -1.44
2 C -0.309 3.966 -2.946  0.98
3 C -1.493 4.391 -3.713  -1.11
4 O 0.119 2.776 -3.519  -0.51
5 H 0.142 5.922 -2.459  0.41
6 H 1.200 5.333 -3.670  0.34
7 H 1.506 4.776 -2.008  0.30
8 H -0.764 3.741 -1.921  0.03
9 H -1.147 4.404 -4.750  0.34
10 H -1.887 5.352 -3.349  0.36
11 H -2.264 3.629 -3.604  0.11
12 H 1.027 2.636 -3.304  0.33
13 C 1.601 -4.532 1.399  -1.25
14 C 0.960 -4.018 2.698  0.62
15 C 1.897 -3.114 3.566  -1.15
16 O -0.154 -3.249 2.278  -0.40
17 H 0.988 -5.359 0.936  0.29
18 H 2.605 -4.854 1.460  0.50
19 H 1.573 -3.751 0.669  0.09
20 H 0.654 -4.854 3.339  0.28
21 H 2.795 -3.652 3.790  0.44
22 H 1.427 -2.825 4.511  0.36
23 H 2.108 -2.212 3.012  0.05
24 H -0.807 -3.272 3.002  0.20
25 C -2.975 -2.256 -1.502  -1.60
26 C -2.546 -2.365 -0.030  1.81
27 C -3.654 -2.862 0.884  -1.47
28 O -1.501 -3.307 -0.096  -0.61
29 H -2.221 -1.922 -2.167  0.44
30 H -3.833 -1.580 -1.628  0.13
31 H -3.236 -3.256 -1.854  0.41
32 H -2.100 -1.402 0.280  -0.46
33 H -3.413 -2.893 1.966  0.26
34 H -3.923 -3.841 0.524  0.42
35 H -4.484 -2.201 0.758  0.39
36 H -0.989 -3.325 0.712  0.42
37 C -3.809 1.308 -2.369  -0.82
38 C -5.251 1.768 -2.461  0.49
39 C -6.179 1.114 -1.466  -1.18
40 O -5.347 3.155 -2.307  -0.56
41 H -3.614 0.309 -2.650  0.33
42 H -3.469 1.350 -1.342  0.33
43 H -3.091 1.937 -2.894  -0.23
44 H -5.537 1.537 -3.483  0.29
45 H -7.227 1.349 -1.602  0.35
46 H -5.882 1.450 -0.467  0.24
47 H -6.142 0.015 -1.532  0.31
48 H -4.795 3.409 -1.547  0.36
49 C 1.864 1.556 1.604  -1.31
50 C 1.891 0.255 0.765  1.34
51 C 0.538 -0.032 0.125  -0.68
52 O 2.890 0.330 -0.272  -0.32
53 H 0.904 1.678 2.023  0.23
54 H 1.945 2.431 0.910  0.25
55 H 2.659 1.680 2.356  0.38
56 H 2.184 -0.557 1.447  -0.54
57 H 0.631 -0.824 -0.627  0.35
58 H 0.019 0.838 -0.293  0.27
59 H -0.151 -0.333 0.906  -0.04
60 H 3.097 -0.569 -0.543  0.12
61 C 4.323 3.046 -2.475  -0.58
62 O 2.984 2.592 -2.387  -0.41
63 H 4.923 2.392 -3.146  0.07
64 H 4.336 4.047 -2.983  0.32
65 H 4.801 3.220 -1.483  0.29
66 H 2.962 1.802 -1.772  0.25
67 C -2.912 -0.648 3.538  -0.74
68 C -2.650 0.695 4.082  0.05
69 C -2.622 0.592 5.576  -0.87
70 O -3.694 -0.263 5.922  -0.30
71 C -3.832 -0.388 7.335  -0.76
72 N -1.447 1.335 3.632  -0.60
73 H -3.029 -0.715 2.428  0.11
74 H -3.746 -1.131 4.058  0.52
75 H -1.963 -1.209 3.691  0.03
76 H -3.465 1.378 3.813  0.42
77 H -2.780 1.577 6.030  0.42
78 H -1.637 0.238 5.894  0.35
79 H -4.469 0.422 7.692  0.28
80 H -2.837 -0.359 7.871  0.30
81 H -4.366 -1.313 7.558  0.25
82 H -0.625 0.727 3.683  0.21
83 H -1.494 1.752 2.692  0.26
84 C 3.945 -2.112 -3.742  -1.68
85 C 4.729 -2.039 -2.446  0.38
86 C 5.444 -0.758 -2.259  -0.10
87 O 6.514 -0.721 -3.114  -0.42
88 C 7.109 0.572 -3.137  -0.75
89 N 3.761 -2.250 -1.346  -0.57
90 H 3.078 -1.503 -3.693  0.41
91 H 3.589 -3.123 -3.986  0.40
92 H 4.430 -1.697 -4.642  0.34
93 H 5.426 -2.890 -2.482  0.30
94 H 5.711 -0.655 -1.185  0.39
95 H 4.698 0.019 -2.494  -0.16
96 H 8.093 0.397 -3.558  0.29
97 H 7.205 0.995 -2.127  0.34
98 H 6.517 1.274 -3.731  0.30
99 H 3.021 -2.876 -1.624  0.21
100 H 4.194 -2.658 -0.513  0.22

The value obtained for the HOMO-LUMO gap is 9.768 eV. The molar mass is 510.80 g/mol. Its SMILES is COC[C@H](C)N.COC[C@H](C)N.CC(C)O.CC(C)O.CC(C)O.CC(C)O.CC(C)O.CO. Its total charge is 0. For the HOMO energy, the calculation gives -9.36 eV.

2.
The following is a quantum chemistry calculation of 6 unconnected molecules or ions with the total composition C24H66N6O6, from the Open Molecules 2025 dataset.

Each line ends with the Mulliken charge.
Positions of all 102 atoms, in Å:
1 C 3.959 1.237 -4.297  -1.45
2 C 2.991 0.142 -4.685  0.26
3 C 2.616 -0.706 -3.462  -0.13
4 O 1.624 -1.675 -3.714  -0.07
5 C 2.092 -2.723 -4.523  -1.00
6 N 1.829 0.721 -5.398  -0.65
7 H 4.307 1.707 -5.219  0.39
8 H 4.854 0.793 -3.849  0.42
9 H 3.549 1.991 -3.628  0.00
10 H 3.499 -0.512 -5.401  0.58
11 H 2.259 -0.014 -2.688  -0.21
12 H 3.522 -1.141 -3.016  0.51
13 H 3.069 -3.091 -4.193  0.37
14 H 2.132 -2.460 -5.587  0.32
15 H 1.383 -3.549 -4.435  0.22
16 H 1.345 -0.073 -5.805  0.39
17 H 1.190 1.101 -4.707  0.25
18 C -3.798 -4.438 2.553  -1.71
19 C -2.853 -3.608 1.670  0.77
20 C -2.589 -2.226 2.223  -0.20
21 O -3.692 -1.623 2.868  -0.42
22 C -4.536 -0.843 2.067  -0.70
23 N -1.584 -4.237 1.345  -0.42
24 H -3.675 -4.265 3.626  0.32
25 H -3.712 -5.504 2.342  0.42
26 H -4.844 -4.176 2.365  0.34
27 H -3.410 -3.540 0.730  -0.15
28 H -2.112 -1.555 1.495  0.23
29 H -1.843 -2.304 3.027  0.38
30 H -4.001 -0.319 1.270  0.26
31 H -5.103 -0.179 2.716  0.27
32 H -5.312 -1.467 1.585  0.29
33 H -1.117 -4.646 2.145  0.23
34 H -1.746 -4.986 0.684  0.27
35 C -0.334 1.676 7.670  -1.42
36 C 0.546 2.217 6.561  0.51
37 C -0.146 2.198 5.204  -0.54
38 O -0.566 0.892 4.899  -0.30
39 C -1.471 0.825 3.814  -0.38
40 N 0.967 3.586 6.908  -0.74
41 H -0.525 0.613 7.514  0.33
42 H -1.322 2.145 7.671  0.33
43 H 0.177 1.815 8.620  0.41
44 H 1.453 1.610 6.482  0.26
45 H 0.548 2.565 4.433  0.15
46 H -1.015 2.873 5.271  0.26
47 H -0.945 0.929 2.848  0.00
48 H -2.206 1.633 3.838  0.41
49 H -1.839 -0.195 3.835  0.13
50 H 0.145 4.111 7.192  0.28
51 H 1.330 4.059 6.086  0.27
52 C 1.229 4.512 -0.022  -1.68
53 C 2.132 4.338 -1.230  1.86
54 C 1.354 4.673 -2.502  -0.98
55 O 0.142 3.948 -2.672  -0.52
56 C 0.303 2.549 -2.697  0.08
57 N 3.315 5.176 -1.094  -0.75
58 H 0.986 5.577 0.085  0.50
59 H 1.769 4.272 0.898  0.44
60 H 0.323 3.922 -0.122  0.27
61 H 2.388 3.279 -1.297  -0.80
62 H 1.996 4.459 -3.373  0.40
63 H 1.071 5.727 -2.501  0.36
64 H -0.582 2.122 -3.170  0.37
65 H 0.462 2.155 -1.689  -0.17
66 H 1.136 2.242 -3.338  -0.23
67 H 3.051 6.028 -0.611  0.29
68 H 3.648 5.482 -2.005  0.30
69 C 2.252 -1.843 -0.221  -0.87
70 C 1.864 -1.177 1.114  0.16
71 C 1.335 0.231 0.842  -0.26
72 O 2.167 1.068 0.063  0.29
73 C 3.383 1.419 0.691  -1.19
74 N 0.869 -1.976 1.824  -0.60
75 H 3.325 -1.748 -0.386  0.35
76 H 1.743 -1.296 -1.012  -0.34
77 H 1.982 -2.896 -0.270  0.48
78 H 2.738 -1.103 1.764  0.44
79 H 1.153 0.740 1.807  0.16
80 H 0.366 0.165 0.338  0.03
81 H 3.208 2.166 1.474  0.28
82 H 4.036 1.815 -0.084  0.29
83 H 3.889 0.561 1.145  0.44
84 H 0.614 -1.500 2.685  0.33
85 H 0.031 -2.089 1.264  -0.05
86 C -1.260 -0.776 -2.253  -0.68
87 C -2.401 -1.627 -2.793  0.62
88 C -3.023 -2.538 -1.756  -0.30
89 O -3.821 -3.587 -2.312  -0.44
90 C -3.135 -4.504 -3.123  -0.71
91 N -3.392 -0.765 -3.444  -0.73
92 H -1.664 0.084 -1.707  0.45
93 H -0.690 -0.395 -3.098  -0.01
94 H -0.587 -1.314 -1.586  -0.05
95 H -2.019 -2.234 -3.616  0.25
96 H -3.724 -1.940 -1.170  -0.01
97 H -2.270 -3.028 -1.123  0.16
98 H -2.704 -4.060 -4.025  0.28
99 H -3.843 -5.286 -3.377  0.30
100 H -2.276 -4.954 -2.592  0.26
101 H -3.845 -0.147 -2.779  0.27
102 H -4.117 -1.307 -3.895  0.29

The value obtained for the HOMO-LUMO gap is 9.624 eV. The molar mass is 534.83 g/mol. Its SMILES is COC[C@H](C)N.COC[C@H](C)N.COC[C@H](C)N.COC[C@H](C)N.COC[C@H](C)N.COC[C@H](C)N. Its total charge is 0. For the HOMO energy, the calculation gives -9.02 eV.